Computed, not measured: a cluster of 2 separate species, C34H55ClIN3O2 in total in a non-equilibrium geometry, with ωB97M-V with the def2-TZVPD basis set.

Structure (XYZ):
```
96
Properties=species:S:1:pos:R:3
I -0.67 -0.07 5.24
Cl -0.70 -3.23 -2.47
O -3.00 -1.29 -2.92
O -7.06 3.16 1.16
N -0.80 -2.21 0.01
N -3.04 -0.35 -0.79
N 6.60 -3.41 -2.73
C 5.68 3.60 0.24
C -5.64 3.45 1.30
C 0.22 -2.22 2.70
C 6.20 1.18 -0.43
C -5.97 -1.02 -3.46
C 4.01 -2.92 2.69
C 6.53 4.95 0.36
C -3.00 0.65 1.46
C 2.82 -1.95 3.06
C -7.44 3.14 -0.21
C -3.68 3.07 3.01
C -5.62 -2.62 -1.36
C -1.40 -0.25 3.20
C 6.67 -0.19 0.25
C -1.40 -1.27 0.83
C 6.63 2.36 0.54
C -2.48 0.73 2.81
C -5.23 2.89 2.71
C -1.37 -2.13 -1.21
C -3.08 1.82 3.79
C -5.40 -0.67 -4.91
C 4.17 -4.39 -3.02
C -0.89 -1.21 2.25
C -2.47 -0.34 0.47
C -5.77 0.26 -2.56
C 5.79 -1.35 -0.44
C 1.64 -1.92 2.01
C -5.33 -2.35 -2.89
C -2.49 -1.24 -1.63
C -3.77 -2.49 -3.14
C 6.27 5.82 -0.93
C 5.54 -3.84 -2.86
C 4.39 -2.95 1.16
C 4.49 -1.53 0.48
H 6.38 -2.29 -0.55
H -5.12 -3.60 -1.10
H 6.44 1.99 1.59
H 5.25 3.49 -0.80
H 2.38 -2.35 4.03
H -3.61 -2.84 -4.20
H 1.74 -2.65 1.17
H -4.55 0.08 -4.83
H -5.02 -1.58 -5.45
H 4.92 -2.53 3.23
H -7.29 2.11 -0.65
H 3.69 -3.66 0.65
H 0.27 -2.31 3.81
H 6.22 5.45 1.32
H -5.49 0.06 -1.50
H 3.22 -0.94 3.32
H -3.84 1.29 4.42
H 3.86 -3.96 3.10
H 4.39 -0.73 1.26
H 5.45 -0.97 -1.44
H 1.56 -0.86 1.62
H -6.18 -0.15 -5.53
H -5.76 3.44 3.53
H -5.81 -3.20 -3.45
H -3.40 -3.34 -2.49
H -5.55 4.58 1.24
H -5.45 1.78 2.74
H -3.08 3.25 2.07
H -5.16 -1.86 -0.67
H -3.47 3.97 3.66
H 3.96 -5.10 -2.22
H -6.77 0.80 -2.52
H 3.44 -3.58 -2.99
H 4.84 3.60 0.99
H 7.71 2.58 0.39
H -7.07 -1.22 -3.58
H 6.67 6.85 -0.74
H -3.82 1.32 1.12
H 6.43 -0.15 1.35
H -2.21 2.21 4.38
H 6.78 5.30 -1.79
H -6.85 3.89 -0.82
H 5.10 1.17 -0.64
H 7.76 -0.39 0.10
H 7.64 4.75 0.44
H -8.54 3.39 -0.34
H 4.09 -4.91 -3.98
H 5.16 5.85 -1.11
H 6.74 1.20 -1.42
H -0.11 -3.23 2.32
H -5.04 1.00 -2.99
H 5.42 -3.42 1.09
H 3.61 -1.44 -0.23
H -6.71 -2.75 -1.13
H -5.12 2.94 0.45
```

Summary:
gap between HOMO and LUMO = 0.292 hartree
total energy = -65333.956 eV
HOMO level = -8.79 eV
SMILES string = CCCCCCCCCCCCCc1c(I)c(CCCCOC)cc2nc(OC[C@@H](C)C(C)C)c(Cl)nc12.CC#N
net charge = 0